1.
The molecule C21H21N3O3 at a distorted geometry. Source: the OMol25 dataset; level of theory: ωB97M-V/def2-TZVPD.

CARTESIAN COORDINATES (ANGSTROEM)
O 0.83921 -1.52181 2.33431
C 0.45434 -0.85526 1.32555
C -0.04493 0.29418 1.10286
N 0.03881 0.89030 2.45760
O 1.02196 0.93823 3.48153
O -1.18104 1.52928 2.78177
C -0.32890 1.05583 0.13942
N -0.17656 2.37310 -0.15326
C -0.02921 2.75016 -1.37837
C -1.02717 3.77521 -1.96928
C -2.14337 4.20874 -1.04146
C -1.59454 5.05389 -0.01908
C -0.19472 4.72104 0.47848
C -0.26587 3.16639 0.97106
C -0.61804 0.08626 -1.03914
C -1.51693 0.50236 -2.03271
C -2.07815 -0.49856 -2.81225
C -1.44831 -1.71340 -2.92596
C -0.41806 -1.99085 -1.90005
C -0.23693 -1.15291 -0.95205
N 0.43264 -1.51759 -0.00356
C 0.91728 -2.99861 0.07652
C 2.18256 -3.08566 -0.93092
C 2.80380 -4.40723 -1.06280
C 2.40144 -5.26972 -0.01071
C 1.32311 -5.36700 0.78130
C 0.83311 -4.06417 0.90531
H 1.01142 3.38354 -1.17567
H 0.16621 2.02961 -2.15503
H -1.48705 3.46089 -3.00990
H -0.33235 4.71677 -2.44859
H -2.36197 3.38108 -0.56492
H -2.83147 4.79632 -1.68050
H -2.24511 5.19586 0.91309
H -1.40196 6.23328 -0.34416
H 0.72865 5.00271 0.03122
H 0.08697 5.35034 1.31137
H 1.00618 3.10609 1.24425
H -0.95010 3.21553 1.66094
H -2.02843 1.45705 -1.80494
H -2.67745 -0.09304 -3.66702
H -1.81388 -2.32310 -4.00305
H -0.07979 -3.01334 -2.07588
H 2.43345 -2.10337 -1.38541
H 3.66494 -4.29109 -1.56081
H 3.07385 -6.08023 -0.13008
H 1.33402 -6.05845 1.35546
H 0.04737 -3.88430 1.70862

## Properties
LUMO	-1.12	eV
largest force on an atom	16.06	eV Å⁻¹
orbital gap	7.35	eV
total charge	0
energy above the lowest of the compared OMol25 structures with the same formula, charge and spin	2209.1	kJ/mol
SMILES string	O=c1c([N+](=O)[O-])c(N2CCCCCC2)c2ccccc2n1-c1ccccc1
M	363.4	u


2.
A structure of composition C21H21N4O2RhSi at a distorted geometry. Source: the OMol25 dataset; level of theory: ωB97M-V/def2-TZVPD.

CARTESIAN COORDINATES (ANGSTROEM)
Rh -6.76343 -14.71408 -0.50675
O -7.74089 -17.89107 1.74817
C -7.82840 -16.73994 1.35234
N -6.66960 -15.89712 1.25705
C -6.20882 -15.36857 2.37889
C -6.49628 -15.72140 3.70574
C -5.81863 -15.12246 4.73452
C -4.82887 -14.14187 4.49138
C -4.56447 -13.75272 3.17096
C -5.28719 -14.29949 2.13317
N -5.26707 -13.84091 0.83876
C -3.99464 -13.55849 0.33497
O -3.09950 -12.98514 0.89336
C -3.79302 -14.21889 -0.95887
C -2.50781 -14.28761 -1.52446
C -2.31562 -14.97959 -2.66521
C -3.38786 -15.66711 -3.21154
C -4.60678 -15.64934 -2.58984
N -4.81907 -14.84405 -1.49961
C -8.93540 -16.04701 0.79023
C -10.23683 -16.71678 0.78075
C -11.27814 -16.10229 0.10871
C -11.04266 -14.82871 -0.48520
C -9.81588 -14.32138 -0.52641
N -8.71301 -14.90721 0.03418
H -7.16937 -16.54792 3.87440
H -6.02229 -15.21585 5.79236
H -4.27761 -13.78678 5.31684
H -3.81851 -13.08625 2.89092
H -1.71241 -13.69210 -1.01118
H -1.41000 -14.89800 -3.27382
H -3.33258 -16.30102 -4.10471
H -5.50082 -16.20568 -2.94342
H -10.31170 -17.68717 1.20957
H -12.21059 -16.63460 -0.06883
H -11.93151 -14.35132 -0.91440
H -9.53597 -13.43148 -1.00319
C -8.07812 -11.53105 -1.95924
Si -6.92282 -12.98909 -2.31029
C -7.50741 -13.94834 -3.88883
C -5.19157 -12.14255 -2.71936
H -9.09613 -11.83398 -2.13171
H -7.86926 -10.70762 -2.69046
H -7.93904 -11.20614 -0.94362
H -7.86881 -13.33830 -4.70676
H -8.29113 -14.63095 -3.70076
H -6.68759 -14.45772 -4.35973
H -5.57291 -11.26233 -3.35196
H -4.59348 -12.84415 -3.29632
H -4.67339 -11.73702 -1.82446

## Properties
LUMO (alpha / beta)	-0.57 / -1.90	eV
largest force on an atom	2.54	eV Å⁻¹
orbital gap (alpha / beta)	5.02 / 6.40	eV
total charge	0
energy above the lowest of the compared OMol25 structures with the same formula, charge and spin	41.4	kJ/mol
multiplicity	5
<S²>	6.0621
M	492.4	u


3.
A structure of composition C21H21N4O8ReS5Sb. Source: the OMol25 dataset; level of theory: ωB97M-V/def2-TZVPD.

CARTESIAN COORDINATES (ANGSTROEM)
Re -0.79158 1.43968 -2.12507
O -4.44226 4.06134 -1.76098
C -3.22120 3.82636 -1.25035
O -2.24121 4.46049 -1.48283
C -3.24577 2.64197 -0.30685
C -4.44546 2.22060 0.24732
C -4.41541 1.25082 1.22453
C -3.17953 0.82844 1.68593
C -2.02646 1.30792 1.08314
N -2.05836 2.11006 0.00862
C -0.65383 1.03515 1.67798
O -0.66162 0.54379 2.94184
O 0.37427 1.21897 1.11060
H -4.34531 4.81580 -2.36276
H -5.37067 2.64693 -0.11058
H -5.32981 0.85072 1.64289
H -3.13124 0.10722 2.49122
H -1.53525 0.59655 3.34264
S 3.70862 1.79816 -3.86167
Sb 1.67293 2.67846 -4.18318
S 0.71338 3.13288 -1.93903
S 0.04469 0.79699 -4.15672
S 1.05699 4.19459 -5.68954
C -3.38245 0.11629 -4.68467
S -3.35966 0.77992 -3.07590
O -4.70010 0.86218 -2.58948
O -2.62643 2.09893 -3.13515
O -2.43347 -0.06431 -2.23009
H -4.08283 0.72156 -5.25927
H -3.73125 -0.91282 -4.60520
H -2.37752 0.17210 -5.09833
C 4.88337 0.33756 3.64360
C 4.03933 -0.84366 3.23186
C 4.61138 -2.05211 2.85056
C 3.83028 -3.11622 2.41967
C 2.44742 -3.00125 2.38781
N 1.69497 -4.11246 1.91556
C 0.43979 -4.17267 1.35718
O -0.25929 -5.15960 1.46995
N -0.02434 -3.09168 0.61839
C 0.66238 -2.09639 -0.09841
C 2.01989 -2.13777 -0.39775
C 2.58248 -1.06752 -1.05908
C 1.80099 -0.00248 -1.45893
N 0.48181 0.00191 -1.23884
C -0.07092 -1.01906 -0.56161
C 1.85699 -1.81865 2.81056
C 2.65027 -0.75262 3.20713
H 5.91718 0.04317 3.82242
H 4.49895 0.79660 4.55559
H 4.88431 1.10701 2.86816
H 5.69054 -2.15988 2.86568
H 4.29761 -4.03843 2.09122
H 1.97996 -5.01727 2.25506
H -0.99259 -3.23042 0.37523
H 2.62520 -2.98728 -0.11198
H 3.63764 -1.04974 -1.29617
H 2.22599 0.83905 -1.98573
H -1.14281 -0.98935 -0.40316
H 0.77903 -1.71828 2.81576
H 2.17000 0.17177 3.50119

## Properties
LUMO (alpha / beta)	-1.61 / -1.71	eV
largest force on an atom	0.76	eV Å⁻¹
orbital gap (alpha / beta)	6.14 / 6.07	eV
total charge	0
energy above the lowest of the compared OMol25 structures with the same formula, charge and spin	131.1	kJ/mol
multiplicity	4
<S²>	3.7814
M	925.7	u